(1)
ORCA calculation (ωB97M-V/def2-TZVPD) on C29H20N2O3Sn as an isolated structure.

Results
LUMO energy = -2.543 eV
Net charge = 0
Energy above the lowest of the compared OMol25 structures with the same formula, charge and spin = 0.0 kcal per mole
Total energy = -1666.56716 hartree
Frontier orbital gap = 0.18335 Ha

The geometry in XYZ format:
```
55
Properties=species:S:1:pos:R:3:forces:R:3
Sn 0.03092 0.59672 -1.00912 0.048 -0.125 0.034
O 3.18710 -0.01793 3.76126 0.027 0.011 -0.003
C 4.07293 0.44965 2.86473 -0.029 0.012 0.031
C 5.35937 0.74209 3.32193 0.008 0.007 0.006
C 6.31288 1.24368 2.45752 0.004 -0.003 0.011
C 6.00742 1.46700 1.11749 -0.009 0.010 -0.005
C 4.73622 1.17683 0.66121 0.013 -0.007 -0.011
C 3.75442 0.66717 1.51170 0.000 -0.032 -0.010
C 2.39621 0.42795 0.95777 -0.069 -0.002 0.018
O 2.17105 0.68652 -0.26883 0.042 0.080 0.047
N 1.48033 0.00947 1.80925 0.006 0.010 -0.061
N 0.21248 -0.03599 1.24900 0.072 -0.016 -0.025
C -0.72769 -0.21541 2.10878 -0.085 0.029 -0.024
C -2.14480 -0.08077 1.88953 0.060 0.001 0.007
C -2.96936 -0.09861 3.02726 -0.015 0.001 0.012
C -4.32491 0.11342 2.94045 0.011 0.011 0.003
C -4.88514 0.34938 1.67839 -0.002 0.007 0.000
C -4.10592 0.36492 0.54536 -0.010 -0.001 0.001
C -2.71188 0.13999 0.60954 0.047 -0.038 -0.033
O -2.00819 0.11343 -0.48324 -0.097 0.057 0.031
H 2.33174 -0.14922 3.27561 0.004 -0.004 -0.012
H 5.58179 0.55955 4.36537 -0.003 0.003 -0.004
H 7.30613 1.46153 2.83062 0.000 -0.002 -0.001
H 6.75457 1.85982 0.44140 0.000 -0.002 0.000
H 4.46434 1.33960 -0.37294 -0.002 0.000 0.000
H -0.41213 -0.39805 3.13668 -0.003 0.009 0.003
H -2.50841 -0.27830 3.99308 -0.002 0.002 -0.002
H -4.94529 0.09616 3.82613 0.001 -0.002 -0.001
H -5.95291 0.51418 1.58957 0.002 -0.001 -0.001
H -4.53711 0.53142 -0.43350 -0.002 0.002 0.004
C -0.20844 2.46758 0.34265 -0.013 -0.097 0.051
C -0.32094 3.10300 1.39424 -0.033 0.260 -0.147
C -0.41091 3.81951 2.55388 -0.031 -0.093 0.055
C 0.82308 4.33730 3.13044 0.032 -0.016 0.025
C 2.00737 3.60846 2.95336 -0.017 -0.014 0.009
C 3.19705 4.07868 3.47605 -0.002 -0.005 -0.009
C 3.21989 5.29360 4.14900 0.008 0.007 0.002
C 2.05559 6.03773 4.30815 0.009 -0.001 -0.007
C 0.85691 5.56095 3.81234 -0.019 -0.028 0.005
C -1.71565 3.98691 3.17975 0.062 -0.008 0.004
C -2.87501 3.83356 2.40665 -0.015 -0.005 0.003
C -4.11896 3.92749 2.99636 -0.002 -0.012 -0.008
C -4.22190 4.15064 4.36441 -0.009 -0.004 0.002
C -3.08095 4.27435 5.14631 0.017 0.007 0.005
C -1.83066 4.19702 4.56066 -0.007 -0.005 -0.013
H 1.97432 2.65828 2.43440 0.001 0.012 0.003
H 4.10120 3.49615 3.35284 0.004 -0.014 -0.001
H 4.15351 5.66910 4.54784 -0.002 -0.003 0.002
H 2.08739 6.99326 4.81416 -0.002 -0.001 -0.002
H -0.04546 6.14969 3.90900 -0.011 -0.005 0.011
H -2.78156 3.63987 1.34612 -0.002 -0.004 -0.002
H -5.00950 3.81026 2.39458 -0.001 -0.004 -0.004
H -5.19874 4.21160 4.82666 0.002 0.000 0.001
H -3.16679 4.41706 6.21503 -0.001 0.002 -0.002
H -0.94225 4.24916 5.17378 0.017 0.013 0.003
```
Positions in Å, forces in eV/Å.

Atom charges from the Mulliken analysis, given in e for atoms 1 to 5: 0.8239, -0.6786, 0.3737, -0.6376, -0.3223

=====

(2)
ORCA calculation (ωB97M-V/def2-TZVPD) on C18H29N2O5P2STl as an isolated structure in a non-equilibrium geometry.

Results
LUMO energy (spin up / spin down) = -1.626 / -1.627 eV
Net charge = 0
Energy above the lowest of the compared OMol25 structures with the same formula, charge and spin = 42.2 kcal per mole
Total energy = -2442.21243 hartree
Frontier orbital gap (spin up / spin down) = 0.19310 / 0.19306 Ha

The geometry in XYZ format:
```
58
Properties=species:S:1:pos:R:3:forces:R:3
C 4.87889 -0.69111 0.00803 0.137 -0.318 -0.505
C 3.48178 -0.57707 0.29526 -0.022 -0.166 0.478
N 2.59701 -0.62150 -0.76119 -0.987 -0.620 0.890
C 2.96034 -1.11032 -1.94944 1.570 0.565 -0.060
C 4.31432 -1.35328 -2.22001 -1.077 -0.412 -0.763
C 5.28639 -1.13834 -1.23630 -0.159 0.653 0.933
C 3.05055 -0.52508 1.66036 -0.120 1.759 -1.202
P 1.30418 -0.57774 2.03944 2.542 0.684 -0.141
Tl -0.00388 0.00655 -0.18150 -1.106 -4.004 0.938
P 0.31980 -0.42813 -2.74734 1.047 0.065 -0.456
C 1.89332 -1.36371 -3.02803 0.263 -0.001 0.686
O 3.61610 2.65235 2.07614 -0.458 -0.870 -1.115
O 0.30413 3.40575 1.74463 0.983 0.116 -0.280
H 5.56318 -0.50439 0.83152 0.065 -0.139 -0.243
H 4.57273 -1.72674 -3.20388 0.129 -0.042 0.068
H 6.34831 -1.31123 -1.44122 -0.446 0.103 0.019
C 1.32879 -2.34051 2.46156 -1.351 -0.287 -0.203
C 0.91676 0.33490 3.56550 -0.284 -0.038 0.010
H 2.31319 -1.09264 -4.01553 -0.326 -0.285 0.393
H 1.64987 -2.44515 -3.00682 0.080 0.520 -0.131
H 3.35128 1.71987 1.83427 0.441 0.950 0.342
H 3.81819 -0.24325 2.39688 -0.540 -0.304 -0.140
C -0.91499 -1.35134 -3.68150 -0.418 -0.002 -0.025
C 0.63116 1.10960 -3.66767 -0.256 -0.118 -0.042
H 0.30233 1.84258 -0.80834 0.240 1.567 -0.570
H -0.29824 2.66725 1.84268 -0.745 -0.349 -0.029
H 1.15051 2.99149 1.50951 -0.108 0.404 0.296
H 3.78559 3.06087 1.20487 -0.012 -0.185 0.655
H -0.82830 -1.84313 -0.02355 0.310 1.320 -0.139
H 0.33836 2.17057 -1.49445 -0.039 0.151 0.570
H 1.95956 -2.43992 3.35640 -0.262 0.096 -0.265
H 0.30519 -2.68395 2.63281 0.157 -0.438 0.153
H 1.79752 -2.88407 1.62853 -0.281 0.223 0.280
H 1.62845 0.03710 4.35043 -0.238 0.126 -0.219
H 0.94679 1.42607 3.40509 0.075 -0.490 0.014
H -0.11168 0.06006 3.85118 0.369 0.154 0.025
H 1.13790 0.86230 -4.60809 -0.143 0.222 0.157
H -0.33949 1.58146 -3.86569 0.281 0.095 -0.021
H 1.25817 1.77727 -3.06208 -0.054 -0.143 -0.371
H -0.88090 -1.03202 -4.72998 0.006 -0.195 0.153
H -0.71507 -2.42895 -3.60154 -0.121 0.361 -0.005
H -1.90417 -1.11866 -3.26164 0.212 -0.168 -0.181
O -3.51546 -0.40757 -2.01043 -0.219 1.513 0.518
S -3.76110 0.83418 -1.26868 0.444 -0.468 0.655
O -4.33390 1.97427 -1.95057 0.541 -0.872 0.188
N -2.40843 1.24573 -0.39345 0.768 -0.132 -0.151
C -2.58509 1.19896 0.94173 2.089 0.801 0.934
O -1.64196 1.43747 1.79123 -2.039 -1.009 -1.943
C -3.93950 0.75404 1.32566 -0.301 -0.781 0.671
C -4.41219 0.39056 2.59716 -0.014 0.387 -0.629
C -5.68661 -0.18412 2.69219 0.410 0.232 -0.127
C -6.45464 -0.43579 1.54426 0.432 0.229 -0.033
C -5.93685 -0.11859 0.28148 0.047 0.178 0.238
C -4.67721 0.46261 0.20022 -1.251 -0.425 0.146
H -3.76717 0.58425 3.45603 -0.347 -0.114 -0.153
H -6.06674 -0.42727 3.67975 -0.049 -0.070 -0.184
H -7.44373 -0.88529 1.64617 0.314 0.136 -0.101
H -6.48335 -0.29728 -0.63204 -0.179 -0.164 0.015
```
Positions in Å, forces in eV/Å.

Atom charges from the Mulliken analysis, given in e for atoms 1 to 5: -0.9765, 1.0148, 0.0362, 0.4471, -0.6240

=====

(3)
ORCA calculation (ωB97M-V/def2-TZVPD) on C38H48IrN6O3P3Te as an isolated structure.

Results
LUMO energy = -4.785 eV
Net charge = +2
Total energy = -3427.09828 hartree
Frontier orbital gap = 0.28052 Ha

The geometry in XYZ format:
```
100
Properties=species:S:1:pos:R:3:forces:R:3
Ir -1.04236 1.63652 1.06849 -0.473 0.112 0.295
C 0.11436 5.52607 3.75054 0.015 0.009 -0.022
O -1.01625 5.42939 2.84604 -0.034 -0.015 0.028
C -1.13209 4.32556 2.15929 0.039 0.031 -0.050
O -0.33774 3.38216 2.20164 -0.026 -0.041 0.030
N -2.22190 4.33417 1.34894 -0.029 -0.003 0.025
N -2.54010 3.14052 0.67079 0.136 -0.002 -0.117
H -0.09708 6.38791 4.37191 0.001 0.003 -0.006
H 1.02274 5.68047 3.17393 0.004 -0.015 0.004
H 0.18886 4.62095 4.34634 -0.007 0.002 0.008
H -2.92323 5.05324 1.44981 0.003 0.000 0.001
H -2.70007 3.34544 -0.31401 0.032 -0.021 -0.014
H -3.38568 2.72087 1.05678 -0.017 0.023 -0.003
Te -1.15594 -2.99051 -1.49788 0.051 -0.006 -0.041
C -1.82122 -4.26387 0.04833 0.023 -0.023 -0.004
C -1.03590 -4.51083 1.16590 0.043 0.025 -0.010
C -1.55938 -5.30530 2.17610 -0.035 -0.005 0.007
N -2.76727 -5.86150 2.12385 0.017 -0.001 0.004
C -3.49401 -5.64693 1.03248 0.004 0.001 -0.005
C -3.07382 -4.85095 -0.02782 -0.024 -0.043 0.002
C -0.80209 -1.28515 -0.33876 0.008 0.042 0.073
P -1.91452 0.07883 -0.26679 0.052 0.077 0.026
C -3.54765 -0.48173 0.28270 -0.006 -0.060 0.013
C -4.67088 0.31617 0.04894 0.012 -0.028 0.030
C -5.90375 -0.03984 0.57264 0.010 0.023 -0.029
C -6.02958 -1.19955 1.32840 0.008 -0.017 0.006
C -4.92156 -2.00087 1.55746 -0.024 0.018 -0.011
C -3.68387 -1.64054 1.04123 0.031 0.018 -0.016
C -2.21786 0.71138 -1.94570 0.016 0.004 -0.022
C -3.06976 0.04892 -2.83090 -0.015 0.014 0.031
C -3.25582 0.53291 -4.11695 0.004 0.011 -0.008
C -2.60740 1.68993 -4.52944 -0.003 -0.005 -0.005
C -1.75725 2.35634 -3.65825 0.013 -0.014 -0.006
C -1.55454 1.86056 -2.37661 0.020 0.009 0.008
P 0.63573 -0.89186 0.41554 0.120 0.085 -0.440
C 1.72385 -2.26350 0.75655 0.022 0.072 0.141
C 2.32587 -2.98923 -0.27331 -0.031 -0.006 0.011
C 3.15019 -4.05732 0.03449 -0.004 -0.021 -0.014
C 3.38019 -4.40243 1.36205 0.000 -0.005 -0.003
C 2.78727 -3.68033 2.38716 -0.015 0.013 -0.010
C 1.95766 -2.60856 2.08678 0.020 0.021 0.011
C 0.39652 0.20546 1.79516 0.048 0.019 -0.067
C -0.83230 0.13506 2.55720 0.287 -0.137 0.064
C -0.82420 0.65526 3.90444 0.000 0.011 -0.024
C 0.28660 1.22661 4.42346 0.032 0.002 -0.018
C 1.50211 1.30374 3.66602 -0.028 -0.002 0.035
C 1.56770 0.80017 2.41500 -0.007 0.020 -0.044
H -0.03852 -4.09852 1.26087 -0.086 -0.064 -0.006
H -0.97752 -5.50733 3.06899 0.001 -0.004 0.000
H -4.46945 -6.11930 1.00425 -0.006 -0.007 -0.001
H -3.72956 -4.68565 -0.87279 0.001 0.000 -0.001
H -4.59522 1.20065 -0.57533 0.002 0.011 -0.034
H -6.77133 0.57650 0.37705 -0.002 -0.002 0.002
H -6.99477 -1.48247 1.72655 0.000 0.006 0.003
H -5.01689 -2.91433 2.13030 0.001 0.009 0.007
H -2.82893 -2.28277 1.20904 0.007 0.060 0.051
H -3.59619 -0.84097 -2.51060 -0.008 -0.009 0.009
H -3.91919 0.01325 -4.79536 0.001 -0.001 -0.001
H -2.76961 2.07433 -5.52766 -0.002 0.001 0.001
H -1.26228 3.26421 -3.97924 0.008 0.006 0.003
H -0.86431 2.36239 -1.70168 -0.028 -0.026 -0.011
H 2.15084 -2.72429 -1.30852 -0.011 0.006 0.009
H 3.61113 -4.62831 -0.76040 0.002 -0.002 0.002
H 4.02576 -5.23868 1.59510 -0.004 -0.003 0.002
H 2.96739 -3.95009 3.41881 0.003 0.002 0.003
H 1.49237 -2.04667 2.88836 0.004 0.007 0.005
H -1.54667 -0.65451 2.36184 -0.057 -0.011 -0.073
H -1.72077 0.54181 4.50021 0.005 0.000 0.006
H 0.27986 1.59473 5.44149 -0.005 -0.001 0.000
H 2.38150 1.74076 4.12041 -0.001 0.004 -0.002
H 2.50164 0.82024 1.86426 -0.014 0.003 0.003
C 1.36840 -0.75866 -3.40524 -0.015 0.015 -0.030
N 2.64168 -0.37488 -2.79190 0.048 0.040 -0.010
C 3.83105 -0.70267 -3.57819 -0.008 -0.014 0.006
P 2.67981 0.64100 -1.52884 0.103 -0.041 -0.093
O 1.67763 0.12002 -0.46625 -0.130 -0.107 0.225
N 2.23702 2.13997 -1.96011 -0.193 -0.087 0.048
C 2.10786 2.60024 -3.33763 0.050 0.017 -0.033
C 1.95702 3.14155 -0.93589 0.028 0.027 0.014
N 4.13795 0.73005 -0.82626 0.041 0.002 0.028
C 5.14013 1.72445 -1.22107 -0.011 -0.024 0.011
C 4.67904 -0.33601 0.01921 -0.027 -0.022 -0.009
H 1.23687 -0.26997 -4.37395 0.011 0.006 0.003
H 0.53257 -0.48147 -2.76173 0.002 0.008 0.007
H 1.34848 -1.83953 -3.55838 -0.007 0.005 0.009
H 3.82172 -0.18586 -4.54089 0.001 -0.003 0.002
H 3.85559 -1.77711 -3.76270 -0.002 -0.005 -0.004
H 4.73359 -0.42570 -3.03869 0.000 0.002 0.001
H 2.40456 1.81981 -4.03338 -0.009 -0.011 -0.001
H 2.75229 3.46697 -3.49974 0.003 -0.004 -0.006
H 1.07753 2.88612 -3.55330 -0.015 -0.009 0.007
H 2.14934 2.74155 0.05862 -0.008 -0.011 0.004
H 0.90827 3.45038 -0.97742 0.029 0.010 -0.013
H 2.58610 4.02112 -1.08993 0.004 -0.005 0.010
H 4.71178 2.46367 -1.89219 -0.012 0.009 -0.001
H 5.97968 1.23899 -1.72341 -0.001 0.009 -0.009
H 5.51788 2.23054 -0.33184 0.000 0.002 -0.004
H 3.89054 -1.00237 0.35944 0.016 0.018 -0.008
H 5.15995 0.11146 0.88996 0.006 0.001 0.001
H 5.42380 -0.92247 -0.52423 -0.003 -0.008 0.005
```
Positions in Å, forces in eV/Å.

Atom charges from the Mulliken analysis, given in e for atoms 1 to 5: 1.2807, -0.5796, -0.4479, 0.7327, -0.6315

=====

Question: Which value of total energy does entry 3 give?
Answer: -3427.09828 hartree

=====

Question: Which formula does entry 2 have?
Answer: C18H29N2O5P2STl